{"formula": "C4H4O3", "method": "ωB97M-V/def2-TZVPD", "lumo_ev": -0.44, "e_tot_ev": -10354.16845, "relative_energy_kcal_mol": 24.1, "orbital_gap_ha": 0.3538, "smiles": "O=CC(C=O)=CO", "symbols": ["O", "C", "C", "C", "O", "C", "O", "H", "H", "H", "H"], "positions_angstrom": [[-1.9294, 0.6747, 0.7339], [-0.7790, 0.9727, 0.1757], [0.2061, 0.0641, -0.0921], [-0.0436, -1.3479, 0.1704], [-1.1640, -1.8433, 0.1874], [1.4979, 0.4787, -0.6462], [1.8452, 1.6245, -0.8419], [-0.6615, 2.0340, -0.0365], [0.8273, -1.9804, 0.4194], [-1.9596, -0.3038, 0.8452], [2.1606, -0.3733, -0.9151]], "atomic_forces_ev_per_a": [[0.09, -0.11, -0.11], [0.07, 0.00, 0.00], [-0.18, 0.04, 0.00], [-0.22, -0.13, 0.05], [0.29, 0.22, 0.46], [0.10, 0.29, -0.04], [-0.17, -0.42, 0.05], [0.14, -0.16, 0.11], [0.05, -0.01, -0.36], [-0.22, 0.11, -0.23], [0.04, 0.18, 0.08]], "mulliken_charge": [-0.4750, -0.0702, 0.3744, -0.0275, -0.5824, -0.1245, -0.5062, 0.4157, 0.3240, 0.3855, 0.2861]}

{"formula": "C14H19NO3", "method": "ωB97M-V/def2-TZVPD", "lumo_ev": 0.43, "e_tot_ev": -22449.57419, "relative_energy_kcal_mol": 252.8, "orbital_gap_ha": 0.3002, "symbols": ["C", "C", "O", "C", "C", "C", "C", "C", "C", "O", "C", "H", "H", "H", "H", "C", "O", "N", "C", "C", "H", "C", "H", "C", "H", "H", "H", "H", "H", "H", "H", "H", "H", "H", "H", "H", "H"], "positions_angstrom": [[-4.7791, -0.4904, 1.0563], [-4.4154, -0.1283, -0.4870], [-3.3811, -0.8090, -1.0945], [-2.2116, -0.9085, -0.6092], [-1.5213, -2.2264, -0.9453], [-0.2840, -2.2633, -0.3534], [0.3228, -1.2328, 0.3658], [-0.3131, 0.0931, 0.2988], [-1.6714, 0.2362, -0.0574], [-2.2912, 1.3247, 0.2159], [-1.7866, 2.6306, 0.9414], [-2.5976, 3.2995, 0.8918], [-0.8416, 2.6499, 0.2692], [-1.4012, 2.2203, 1.9677], [0.2027, 0.8710, 0.7872], [1.7526, -1.2921, 0.7887], [2.2101, -2.3404, 1.4365], [2.6574, -0.3644, 0.3349], [2.6038, 0.7658, -0.8683], [3.8436, 0.7896, -1.3498], [3.9570, -0.0961, -2.2482], [4.6973, 0.6868, -0.1186], [4.8957, 1.6566, 0.3097], [4.0407, -0.3879, 0.7747], [4.4307, -1.2903, 0.1470], [4.3275, -0.2372, 1.6602], [5.8224, 0.0796, -0.5649], [4.0553, 1.8364, -2.0412], [2.1486, 1.5985, -0.2695], [1.7432, 0.3021, -1.4148], [0.3157, -2.9891, -0.6117], [-2.0955, -2.8910, -1.3975], [-4.3192, 0.9890, -0.5513], [-5.4673, -0.4814, -1.1170], [-4.0029, -0.3086, 1.5920], [-5.6522, 0.2588, 1.3769], [-4.9951, -1.5512, 0.8847]], "atomic_forces_ev_per_a": [[-5.17, 0.46, -5.92], [-5.10, 1.15, 0.29], [-4.51, -0.92, -2.05], [2.83, -2.69, -0.73], [1.12, 8.31, 4.71], [-1.63, 2.10, 0.44], [-0.88, 3.86, -1.58], [0.10, -3.70, 1.01], [5.80, -2.14, 1.55], [-3.75, 4.26, 0.71], [4.20, -6.28, -1.01], [-0.52, 0.77, -0.12], [-1.54, 1.77, 1.33], [-1.11, 1.33, -1.58], [0.52, 0.97, 0.43], [2.43, -4.00, 0.80], [-1.83, 4.02, -1.91], [-0.86, 1.78, 0.36], [-10.35, -2.65, 5.06], [6.27, 1.26, -7.14], [0.12, 2.17, 2.84], [4.57, -2.69, -2.02], [0.17, 0.18, 0.26], [-0.81, -2.26, -10.86], [-0.19, 0.63, 2.54], [1.50, 0.25, 7.36], [-2.97, 2.57, 1.74], [-0.49, -2.83, 2.12], [0.95, -0.01, -1.01], [0.85, 0.92, -0.32], [3.04, -4.36, -0.67], [-1.96, -3.09, -2.14], [-0.07, -1.20, -0.34], [3.12, 1.16, 1.57], [4.98, 0.86, 3.79], [1.65, -2.16, -0.76], [-0.48, 0.21, 1.27]], "mulliken_charge": [-1.0231, -0.3511, -0.4329, 0.3354, -1.4698, -0.5121, -0.0106, -0.4548, 1.0827, -0.5278, -0.7069, 0.2905, 0.3165, 0.2815, 0.7046, 0.0664, -0.7151, 0.1911, -0.5024, -0.2846, 0.2257, -0.4776, 0.3662, -0.9218, 0.3077, 0.4910, 0.2672, 0.2413, 0.1332, 0.2949, 0.6404, 0.6492, 0.2705, 0.2586, 0.3709, 0.2530, 0.3522]}

{"formula": "C5H11NO", "method": "ωB97M-V/def2-TZVPD", "lumo_ev": 0.93, "e_tot_ev": -8900.78825, "relative_energy_kcal_mol": 21.0, "orbital_gap_ha": 0.3923, "smiles": "CC[C@@H](C)NC=O", "symbols": ["C", "N", "C", "C", "C", "C", "O", "H", "H", "H", "H", "H", "H", "H", "H", "H", "H", "H"], "positions_angstrom": [[-1.2172, -1.0821, -1.9601], [-0.4860, -0.9977, -0.8093], [1.7890, -0.0122, 0.9148], [0.3426, -0.2685, 1.3521], [-0.6887, 0.0236, 0.1922], [-0.4860, 1.4332, -0.2986], [-2.2792, -0.5418, -2.1247], [-0.7624, -1.7489, -2.7125], [0.1153, -1.7691, -0.5783], [1.9607, 1.0639, 0.9067], [2.4322, -0.3766, 1.7188], [2.1238, -0.4090, -0.0406], [0.2236, -1.1571, 1.9786], [0.0243, 0.4901, 2.0786], [-1.6015, -0.0432, 0.7946], [-1.1980, 1.6253, -1.1077], [0.4700, 1.6188, -0.7763], [-0.7624, 2.1514, 0.4718]], "atomic_forces_ev_per_a": [[0.12, -0.76, 0.69], [-0.40, 0.27, -0.60], [0.14, 0.37, 1.34], [-0.30, 1.39, -0.50], [1.23, -1.17, 2.53], [-1.20, 0.20, -1.18], [-0.26, 0.67, -0.41], [-0.02, -0.06, 0.02], [0.25, 0.11, -0.16], [0.05, 0.01, -0.25], [0.26, -0.16, -0.26], [-0.27, -0.27, -0.01], [-0.22, -0.56, -0.91], [0.55, 0.19, 0.04], [-0.63, -0.15, -1.01], [-0.13, -0.08, 0.07], [0.37, -0.01, 0.45], [0.47, 0.03, 0.14]], "mulliken_charge": [-0.1190, -0.1209, -1.1004, -0.8605, 0.4533, -1.4858, -0.5260, 0.3662, 0.3001, 0.2980, 0.3578, 0.2980, 0.4446, 0.3899, 0.1363, 0.4115, 0.3868, 0.3703]}